#P
Formula: CHN3O3S
Source: OMol25
Level of theory: wB97M-V/def2-TZVPD

Values from the calculation:
Frontier orbital gap = 9.941 eV

Structure (ORCA input):
```
! wB97M-V def2-TZVPD RIJCOSX def2/J DEFGRID3
* xyz 0 1
C -1.354 -1.453 -1.058
N -0.575 -0.828 -0.419
N -0.752 1.507 0.971
N 1.571 0.065 0.428
O 2.109 -0.963 0.063
O 2.032 1.188 0.564
O -2.041 -1.973 -1.846
S -0.259 0.126 1.029
H -0.733 2.332 0.269
*
```



#Q
Formula: CHN3O3S
Source: OMol25
Level of theory: wB97M-V/def2-TZVPD

Values from the calculation:
Frontier orbital gap (spin up / spin down) = 9.039 / 7.817 eV

Structure (ORCA input):
```
! wB97M-V def2-TZVPD RIJCOSX def2/J DEFGRID3
* xyz 0 1
C -2.670 0.773 0.068
N -3.484 1.597 -0.116
N -0.945 -0.556 -0.428
N 2.448 -0.187 0.045
O 2.114 -1.319 0.222
O 3.587 0.343 -0.031
O -1.928 -0.186 0.425
S 1.285 1.014 -0.179
H -0.408 -1.480 -0.007
*
```



Bottom line: #P, by a margin of 0.1483 hartree.



#P
Formula: C3H3Br2Cl
Source: OMol25
Level of theory: wB97M-V/def2-TZVPD

Values from the calculation:
Frontier orbital gap = 9.705 eV

Structure (ORCA input):
```
! wB97M-V def2-TZVPD RIJCOSX def2/J DEFGRID3
* xyz 0 1
C 1.376 -0.635 -0.933
C 1.967 -0.223 0.020
C -1.388 0.180 0.578
Cl -2.327 0.279 1.936
Br -1.037 2.023 -0.215
Br -2.271 -0.889 -0.876
H 0.017 0.256 0.574
H 0.826 -0.917 -1.724
H 2.838 -0.075 0.640
*
```



#Q
Formula: C3H3Br2Cl
Source: OMol25
Level of theory: wB97M-V/def2-TZVPD

Values from the calculation:
Frontier orbital gap (spin up / spin down) = 8.090 / 7.889 eV

Structure (ORCA input):
```
! wB97M-V def2-TZVPD RIJCOSX def2/J DEFGRID3
* xyz 0 1
C -0.427 0.412 0.424
C -0.296 0.712 -1.006
C 0.493 -0.639 0.906
Cl -1.006 -0.453 -2.091
Br -0.223 -2.324 0.630
Br 2.464 -0.452 0.790
H -0.173 1.316 0.974
H -1.328 0.059 0.813
H 0.495 1.368 -1.441
*
```



Bottom line: #Q, by a margin of 0.0453 hartree.



#P
Formula: C4H10FP
Source: OMol25
Level of theory: wB97M-V/def2-TZVPD

Values from the calculation:
Frontier orbital gap = 10.632 eV
SMILES string = C=C(C)F.CP

Structure (ORCA input):
```
! wB97M-V def2-TZVPD RIJCOSX def2/J DEFGRID3
* xyz 0 1
C -1.273 -0.918 0.522
C -1.827 1.438 0.132
C 2.281 -1.146 -0.292
C -2.092 -0.015 0.061
F -3.037 -0.446 -0.885
P 2.750 0.660 -0.338
H -0.459 -0.528 0.959
H 1.606 0.913 -0.996
H -1.481 -1.909 0.526
H -2.145 1.866 -0.881
H -0.835 1.703 0.434
H -2.397 1.873 0.910
H 2.000 -1.294 -1.299
H 1.464 -1.473 0.241
H 3.252 -1.755 -0.015
H 2.194 1.030 0.920
*
```



#Q
Formula: C4H10FP
Source: OMol25
Level of theory: wB97M-V/def2-TZVPD

Values from the calculation:
Frontier orbital gap = 10.488 eV
SMILES string = CCPF.C=C

Structure (ORCA input):
```
! wB97M-V def2-TZVPD RIJCOSX def2/J DEFGRID3
* xyz 0 1
C 3.655 -0.480 0.796
C -3.177 -0.293 0.275
C 4.291 -0.236 -0.322
C -2.579 1.020 -0.225
F -0.180 -0.162 0.298
P -0.856 0.700 -0.950
H 2.646 -0.909 0.751
H -1.179 -0.548 -1.470
H 4.056 -0.428 1.776
H -4.149 -0.376 -0.154
H -2.464 -1.108 0.075
H -3.327 -0.244 1.346
H 5.356 -0.066 -0.460
H 3.692 0.029 -1.214
H -2.628 1.710 0.522
H -3.156 1.391 -1.042
*
```



#R
Formula: C4H10FP
Source: OMol25
Level of theory: wB97M-V/def2-TZVPD

Values from the calculation:
Frontier orbital gap = 10.502 eV
SMILES string = CPC(C)(C)F

Structure (ORCA input):
```
! wB97M-V def2-TZVPD RIJCOSX def2/J DEFGRID3
* xyz 0 1
C -1.300 0.462 -1.149
C -1.245 0.063 1.422
C 1.642 -0.287 0.012
C -1.125 -0.517 0.019
F -2.217 -1.435 -0.131
P 0.370 -1.553 -0.416
H -1.648 1.304 -0.619
H -0.364 0.715 -1.602
H -1.953 0.065 -1.905
H -0.295 -0.037 2.024
H -1.852 -0.637 1.995
H -1.736 1.072 1.464
H 2.130 -0.862 0.781
H 1.241 0.417 0.733
H 2.388 0.138 -0.718
H 0.399 -2.017 0.974
*
```



Bottom line: #R, by a margin of 0.0052 hartree.



#P
Formula: CH3N2O3S
Source: OMol25
Level of theory: wB97M-V/def2-TZVPD

Values from the calculation:
Frontier orbital gap = 8.488 eV

Structure (ORCA input):
```
! wB97M-V def2-TZVPD RIJCOSX def2/J DEFGRID3
* xyz -1 1
C -1.183 0.028 -0.184
N -0.074 -1.949 0.159
N -1.158 -1.446 0.038
O 2.137 0.971 -1.027
O 0.967 -1.118 0.472
O 0.934 1.548 1.098
S 1.866 0.665 0.404
H -0.537 0.306 -1.091
H -2.261 0.322 -0.373
H -0.692 0.673 0.503
*
```



#Q
Formula: CH3N2O3S
Source: OMol25
Level of theory: wB97M-V/def2-TZVPD

Values from the calculation:
Frontier orbital gap = 7.985 eV

Structure (ORCA input):
```
! wB97M-V def2-TZVPD RIJCOSX def2/J DEFGRID3
* xyz -1 1
C 1.155 -1.715 0.201
N 1.882 -1.125 -0.718
N 2.227 -0.864 0.651
O -1.350 2.536 0.893
O -0.570 1.734 -1.234
O -2.334 0.341 -0.185
S -0.875 1.338 0.163
H 0.488 -2.358 0.512
H -2.576 0.108 -1.269
H 1.952 0.006 0.985
*
```



Bottom line: #P, by a margin of 0.0735 hartree.



#P
Formula: C22H26N2O4
Source: OMol25
Level of theory: wB97M-V/def2-TZVPD

Values from the calculation:
Frontier orbital gap = 3.096 eV

Structure (ORCA input):
```
! wB97M-V def2-TZVPD RIJCOSX def2/J DEFGRID3
* xyz 0 1
C -4.101 -1.046 1.933
C -2.973 -0.056 1.982
O -1.704 -0.724 1.996
C -0.718 0.198 2.148
C 0.612 -0.397 2.173
C 1.801 0.406 2.283
O 1.894 1.614 2.447
C 3.023 -0.506 2.150
C 2.462 -1.925 2.145
C 0.918 -1.827 1.976
O -0.965 1.391 2.248
H -5.029 -0.475 1.982
H -4.113 -1.613 0.999
H -4.088 -1.729 2.786
H -3.013 0.602 1.105
H -3.064 0.556 2.887
H 3.529 -0.273 1.202
H 3.737 -0.329 2.963
H 2.911 -2.520 1.344
H 2.685 -2.409 3.102
H 0.395 -2.465 2.706
H 0.634 -2.178 0.968
C -2.157 0.903 8.591
N -1.714 -0.453 8.850
C -2.502 -1.336 9.574
C -1.875 -2.535 9.558
N -0.691 -2.370 8.851
C 0.227 -3.462 8.604
C -0.582 -1.083 8.443
C 0.470 -0.587 7.545
C 0.745 0.848 7.513
C 1.319 1.404 6.419
C 1.424 2.840 6.247
C 1.517 3.381 4.952
C 1.397 4.739 4.714
C 1.221 5.614 5.796
C 1.199 5.104 7.104
C 1.320 3.734 7.339
O 1.099 -1.389 6.825
H -1.488 1.419 7.902
H -3.165 0.871 8.155
H -2.217 1.463 9.535
H -3.436 -1.035 10.018
H -2.162 -3.488 9.968
H 1.178 -3.075 8.237
H 0.363 -4.013 9.542
H -0.188 -4.149 7.855
H 0.478 1.406 8.410
H 1.650 0.770 5.591
H 1.641 2.683 4.126
H 1.435 5.098 3.685
H 1.110 6.682 5.612
H 1.074 5.779 7.950
H 1.315 3.328 8.353
*
```



#Q
Formula: C22H26N2O4
Source: OMol25
Level of theory: wB97M-V/def2-TZVPD

Values from the calculation:
Frontier orbital gap = 8.376 eV
SMILES string = COc1ccc(NC(=O)C2CCN(C(=O)Cc3ccccc3)CC2)c(OC)c1

Structure (ORCA input):
```
! wB97M-V def2-TZVPD RIJCOSX def2/J DEFGRID3
* xyz 0 1
C -6.324 -0.169 4.573
H -6.625 0.740 4.042
O -4.966 -0.127 4.939
C -4.034 -0.026 3.949
C -4.307 0.029 2.591
C -3.267 0.133 1.680
C -1.952 0.182 2.104
C -1.672 0.124 3.485
C -2.707 0.021 4.389
H -2.538 -0.026 5.452
O -0.341 0.176 3.822
C 0.000 0.102 5.186
H -0.418 0.941 5.749
H 1.088 0.150 5.221
H -0.336 -0.840 5.630
N -0.855 0.292 1.243
C -0.827 0.292 -0.112
O -1.803 0.198 -0.825
C 0.581 0.427 -0.687
C 1.534 -0.665 -0.191
H 1.782 -0.507 0.860
H 1.069 -1.647 -0.281
C 2.806 -0.629 -1.050
N 3.127 0.735 -1.417
C 3.651 1.143 -2.596
O 3.888 2.316 -2.817
C 3.932 0.066 -3.635
C 2.656 -0.535 -4.165
C 1.545 0.272 -4.387
C 0.362 -0.273 -4.852
C 0.275 -1.631 -5.110
C 1.381 -2.439 -4.908
C 2.563 -1.895 -4.436
H 3.421 -2.533 -4.274
H 1.323 -3.498 -5.114
H -0.650 -2.057 -5.468
H -0.497 0.363 -5.008
H 1.615 1.333 -4.194
H 4.467 0.559 -4.451
H 4.581 -0.707 -3.218
C 2.722 1.726 -0.444
C 1.189 1.807 -0.382
H 0.887 2.157 0.607
H 0.824 2.527 -1.114
H 3.150 2.682 -0.748
H 3.138 1.449 0.530
H 2.637 -1.218 -1.950
H 3.646 -1.071 -0.496
H 0.475 0.312 -1.771
H 0.023 0.352 1.741
H -3.475 0.174 0.624
H -5.318 -0.007 2.221
H -6.878 -0.240 5.508
H -6.546 -1.043 3.953
*
```



Bottom line: #Q, by a margin of 0.1437 hartree.



#P
Formula: C2H3ClNOP
Source: OMol25
Level of theory: wB97M-V/def2-TZVPD

Values from the calculation:
Frontier orbital gap (spin up / spin down) = 8.580 / 7.316 eV

Structure (ORCA input):
```
! wB97M-V def2-TZVPD RIJCOSX def2/J DEFGRID3
* xyz 0 1
C -1.439 0.029 0.087
C 0.007 0.586 0.343
N -1.940 -0.731 0.858
O -0.064 1.904 0.456
P -0.632 2.774 1.747
Cl -1.400 4.294 0.725
H -2.009 0.790 -0.620
H 0.232 -0.003 1.295
H 0.680 0.494 -0.476
*
```



#Q
Formula: C2H3ClNOP
Source: OMol25
Level of theory: wB97M-V/def2-TZVPD

Values from the calculation:
Frontier orbital gap = 9.799 eV
SMILES string = C[P@](=O)(Cl)C#N

Structure (ORCA input):
```
! wB97M-V def2-TZVPD RIJCOSX def2/J DEFGRID3
* xyz 0 1
C -1.652 2.133 -0.856
C -0.015 0.105 0.108
N -1.575 3.201 -1.253
O -2.485 1.226 1.671
P -1.786 0.629 0.028
Cl -3.070 -0.381 -1.078
H 0.379 1.098 -0.081
H -0.021 -0.023 1.174
H 0.210 -0.653 -0.609
*
```



Bottom line: #Q, by a margin of 0.0268 hartree.



#P
Formula: C4H7OP
Source: OMol25
Level of theory: wB97M-V/def2-TZVPD

Values from the calculation:
Frontier orbital gap (spin up / spin down) = 7.318 / 7.218 eV

Structure (ORCA input):
```
! wB97M-V def2-TZVPD RIJCOSX def2/J DEFGRID3
* xyz 0 1
C 1.162 -0.807 -0.104
C 0.737 0.550 -0.527
C -0.783 0.643 -0.167
C -1.159 -0.798 0.159
O 0.107 -1.502 0.213
P 3.824 -1.836 3.182
H 1.337 1.272 -0.196
H 1.004 0.648 -1.536
H -0.974 1.200 0.803
H -1.201 1.131 -1.146
H -1.820 -0.851 1.023
H -1.636 -1.188 -0.639
H 3.020 -2.497 2.068
*
```



#Q
Formula: C4H7OP
Source: OMol25
Level of theory: wB97M-V/def2-TZVPD

Values from the calculation:
Frontier orbital gap = 8.344 eV

Structure (ORCA input):
```
! wB97M-V def2-TZVPD RIJCOSX def2/J DEFGRID3
* xyz 0 1
C 0.080 1.016 0.026
C -2.043 -0.032 0.611
C -2.148 -1.154 -0.306
C 2.766 0.455 -0.011
O -2.636 0.355 1.544
P 1.107 -0.166 0.444
H 0.083 2.101 -0.212
H -3.252 -1.461 -0.603
H -1.402 -1.094 -1.174
H -1.799 -1.929 0.309
H 3.382 -0.308 -0.314
H 2.604 1.032 -0.898
H 3.259 1.186 0.584
*
```



Bottom line: #Q, by a margin of 0.0714 hartree.



#P
Formula: C4H33NO13
Source: OMol25
Level of theory: wB97M-V/def2-TZVPD

Values from the calculation:
Frontier orbital gap = 9.781 eV

Structure (ORCA input):
```
! wB97M-V def2-TZVPD RIJCOSX def2/J DEFGRID3
* xyz 0 1
C -1.463 -1.483 0.596
N -0.527 -0.946 -0.256
C 0.391 0.181 0.375
C 0.133 1.494 -0.398
C -0.416 2.650 0.448
O -1.395 -1.235 1.799
H -2.234 -2.068 0.157
H -0.693 -0.879 -1.250
H 0.241 0.329 1.535
H 1.373 -0.188 0.353
H 0.968 1.645 -1.168
H -0.661 1.281 -1.270
H 0.084 2.576 1.385
H -1.451 2.567 0.896
H -0.460 3.635 -0.038
H -0.374 2.943 -2.879
H -1.626 3.598 -2.775
O -1.205 2.913 -3.315
H 2.383 1.187 3.627
H 1.297 0.276 3.110
O 1.642 1.210 3.040
H 0.961 -2.520 -2.465
H 1.309 -3.433 -1.396
O 1.761 -3.049 -2.159
H -4.016 0.261 0.363
H -4.301 -1.228 0.413
O -3.822 -0.619 -0.137
H 2.631 -1.317 -1.999
H 2.544 -0.376 -0.795
O 2.754 -0.359 -1.752
H 4.132 -2.038 0.924
H 3.196 -1.120 1.692
O 3.740 -1.896 1.797
H -2.186 1.445 3.142
H -0.891 2.093 3.385
O -1.761 2.271 2.989
H 2.502 3.135 -2.449
H 2.051 1.822 -3.089
O 1.686 2.730 -2.888
H -1.798 1.304 -3.451
H -1.753 -0.378 -3.396
O -2.094 0.444 -3.657
H 1.527 -3.649 1.930
H 2.678 -3.064 2.626
O 1.841 -3.520 2.793
H -3.389 -0.528 -1.896
H -3.741 -1.988 -2.038
O -3.073 -1.364 -2.348
H 1.010 -2.243 3.233
H -0.200 -1.145 3.145
O 0.696 -1.360 3.508
*
```



#Q
Formula: C4H33NO13
Source: OMol25
Level of theory: wB97M-V/def2-TZVPD

Values from the calculation:
Frontier orbital gap = 9.238 eV

Structure (ORCA input):
```
! wB97M-V def2-TZVPD RIJCOSX def2/J DEFGRID3
* xyz 0 1
C -0.151 -0.130 0.809
C -0.627 0.137 2.200
C -2.102 0.454 2.227
C -2.885 -0.802 2.327
O -3.865 -1.038 1.682
N 0.066 1.332 2.790
H 0.116 0.739 0.084
H -0.939 -0.841 0.298
H 0.802 -0.730 0.921
H -0.407 -0.718 2.873
H -2.402 0.930 1.223
H -2.416 1.037 3.154
H -2.748 -1.426 3.146
H -0.216 1.535 3.713
H 1.102 1.187 2.668
H 0.419 4.161 1.417
H -0.432 2.762 1.152
O 0.270 3.420 0.727
H 0.468 0.861 -2.616
H 0.557 2.338 -2.304
O 1.071 1.530 -2.312
H 2.480 1.807 -0.880
H 1.825 2.940 -0.024
O 2.648 2.279 0.082
H -1.848 -1.948 -2.087
H -2.907 -1.119 -1.574
O -2.625 -1.734 -2.378
H 2.627 0.836 1.042
H 3.611 0.199 2.191
O 2.737 0.197 1.803
H -0.083 -4.686 -1.118
H 0.586 -3.462 -0.630
O -0.313 -3.790 -0.865
H -1.083 -3.398 0.562
H -2.407 -3.328 1.431
O -1.548 -2.999 1.329
H 2.794 -2.225 -0.669
H 1.577 -1.387 -0.844
O 1.976 -2.263 -1.166
H -1.986 1.243 -2.483
H -1.621 0.026 -3.497
O -1.374 0.912 -3.235
H -2.595 2.568 -1.191
H -1.483 2.790 -0.141
O -2.301 2.249 -0.387
H 0.170 -1.956 -2.781
H 1.356 -1.206 -3.550
O 0.459 -1.118 -3.063
H 4.202 0.440 -1.355
H 4.769 1.156 -0.140
O 4.676 0.238 -0.565
*
```



Bottom line: #P, by a margin of 0.0023 hartree.